# 1
{"formula": "C2H35N2O15", "method": "ωB97M-V/def2-TZVPD", "spin_multiplicity": 1, "e_homo_ev": -13.2, "homo_lumo_gap_ev": 10.951, "de_lowest_kj_mol": 208.0, "total_charge": 1, "species": ["N", "C", "C", "N", "O", "H", "H", "H", "H", "H", "H", "H", "H", "H", "O", "H", "H", "O", "H", "H", "O", "H", "H", "O", "H", "H", "O", "H", "H", "O", "H", "H", "O", "H", "H", "O", "H", "H", "O", "H", "H", "O", "H", "H", "O", "H", "H", "O", "H", "H", "O", "H", "H", "O"], "xyz": [[-1.226, 1.456, -0.312], [-2.296, 0.930, 0.679], [-1.610, -0.454, 1.255], [-2.314, -1.500, 1.717], [-0.418, -0.707, 1.037], [-0.246, 1.363, 0.044], [-1.354, 0.864, -1.140], [-1.418, 2.426, -0.488], [-3.057, 0.605, 0.011], [-2.528, 1.555, 1.526], [-3.360, -1.573, 1.821], [-1.897, -2.307, 2.053], [-4.237, 0.393, 3.099], [-3.342, 1.447, 3.886], [-3.377, 0.807, 3.109], [4.866, 1.693, 1.773], [4.223, 0.651, 2.573], [4.061, 1.138, 1.777], [2.831, -1.249, 2.250], [2.948, -1.338, 3.747], [3.378, -0.927, 3.003], [-0.498, -1.597, -1.312], [-1.078, -2.696, -2.213], [-1.317, -1.916, -1.736], [4.617, 0.012, 0.407], [5.148, -1.195, -0.354], [5.123, -0.218, -0.366], [2.142, -2.522, -0.870], [1.243, -3.714, -1.103], [1.273, -2.748, -1.214], [-4.179, -3.001, -1.118], [-3.195, -1.888, -0.491], [-4.037, -2.306, -0.494], [1.876, -2.773, 1.489], [1.312, -1.249, 1.016], [2.004, -1.959, 1.018], [-1.843, -0.466, -2.781], [-1.434, -0.570, -4.264], [-1.208, -0.131, -3.443], [1.110, 3.522, 2.251], [1.010, 2.076, 1.956], [0.442, 2.836, 2.035], [-1.996, 3.031, -3.518], [-1.343, 1.619, -3.257], [-1.780, 2.365, -2.803], [-3.974, -0.120, -2.178], [-3.339, 1.359, -2.413], [-3.474, 0.568, -1.762], [4.032, 0.726, -1.222], [4.318, 1.635, -2.349], [3.547, 1.282, -1.901], [2.260, 1.585, 0.582], [2.030, 1.458, -0.922], [1.583, 1.721, -0.090]], "forces_ev_per_a": [[-0.73, -1.27, 2.04], [3.36, -2.55, 0.48], [0.38, -0.55, -1.37], [-4.23, 1.84, 0.00], [0.00, 1.57, 0.14], [-0.17, 0.10, -0.14], [0.20, 0.74, 0.03], [0.04, 0.43, -0.64], [-1.15, 0.21, 0.28], [0.07, 0.44, -0.50], [1.73, 0.76, -0.33], [1.54, -1.36, 0.35], [-0.48, 0.09, 0.37], [-0.36, -1.37, -1.43], [0.37, 1.38, 1.86], [-0.62, 0.09, -0.53], [-0.64, -1.19, 1.00], [1.10, 1.63, -0.81], [0.53, 0.20, -0.06], [0.06, -0.07, 0.67], [-0.20, -0.32, 0.16], [-0.08, -0.62, -0.27], [0.47, -0.67, -0.40], [-0.64, 0.60, 1.53], [-0.33, 0.35, 1.24], [0.07, 0.72, -0.19], [0.50, -1.30, -0.60], [-0.09, 0.28, 0.12], [-0.11, 0.47, -0.18], [-0.12, -1.07, -0.85], [0.63, -0.38, -0.64], [1.37, -0.35, -0.82], [-2.06, 0.57, 1.29], [-1.11, -0.12, 0.36], [-0.25, -1.65, 0.33], [1.36, 1.78, -0.20], [0.44, -0.19, -0.40], [0.07, -0.08, -0.21], [-0.11, 0.75, -0.36], [-0.87, -0.29, -0.20], [0.01, -0.63, -0.02], [0.42, 1.05, 0.67], [0.53, -1.06, 1.24], [-0.05, -0.21, -0.20], [-0.68, 1.80, -1.42], [-0.73, -0.50, -0.46], [-0.17, -1.93, 1.40], [0.53, 2.11, -1.42], [-0.62, 0.22, -1.01], [-0.12, 0.42, -0.50], [0.69, -0.71, 0.90], [0.32, 0.02, -0.05], [0.08, 0.38, 0.20], [-0.14, -0.56, -0.47]], "nbo_charge": [-0.709, -0.325, 0.699, -0.787, -0.721, 0.494, 0.442, 0.450, 0.275, 0.286, 0.416, 0.408, 0.485, 0.503, -0.970, 0.484, 0.514, -0.983, 0.487, 0.472, -0.999, 0.516, 0.490, -0.991, 0.495, 0.486, -0.961, 0.496, 0.470, -0.967, 0.488, 0.495, -0.984, 0.496, 0.543, -0.998, 0.507, 0.488, -0.984, 0.481, 0.467, -0.944, 0.497, 0.515, -1.015, 0.496, 0.526, -1.011, 0.492, 0.485, -1.000, 0.490, 0.520, -1.000]}


# 2
{"formula": "C4H13N3", "method": "ωB97M-V/def2-TZVPD", "spin_multiplicity": 1, "e_homo_ev": -17.5, "homo_lumo_gap_ev": 10.499, "de_lowest_kj_mol": 309.3, "smiles": "N/C=C(\\[NH3+])CC[NH3+]", "total_charge": 2, "species": ["N", "C", "C", "N", "C", "C", "N", "H", "H", "H", "H", "H", "H", "H", "H", "H", "H", "H", "H", "H"], "xyz": [[-2.832, 1.327, 0.366], [-1.852, 0.646, -0.255], [-0.523, 0.576, 0.130], [-0.513, 1.053, 1.568], [0.898, 0.229, -0.371], [0.965, -1.237, -0.967], [2.387, -1.843, -0.725], [-3.578, 0.811, 0.881], [-3.265, 2.206, -0.066], [-2.219, 0.206, -1.213], [-1.466, 1.328, 1.622], [-0.080, 0.708, 2.432], [0.043, 1.885, 1.615], [1.230, 1.047, -1.088], [1.609, 0.204, 0.553], [0.818, -1.364, -2.137], [0.261, -1.815, -0.387], [2.375, -2.886, -0.874], [2.691, -1.765, 0.267], [3.050, -1.318, -1.350]], "forces_ev_per_a": [[-2.86, 2.35, 3.19], [2.81, -1.94, -4.04], [-1.58, -0.46, 1.63], [2.54, 1.23, -0.39], [0.18, -0.50, -0.12], [0.79, 0.52, -1.59], [-0.58, 0.01, 0.15], [0.81, 0.35, -0.86], [1.13, -1.89, 0.42], [1.24, 0.21, 0.24], [-2.10, 0.83, 1.17], [-0.71, -1.94, -0.37], [0.11, 1.65, -0.58], [-0.19, -1.14, 0.84], [-1.29, 0.37, -1.57], [-0.02, 0.47, 2.60], [-0.08, -0.54, -0.21], [0.22, 1.19, -0.52], [-0.11, 0.32, -0.72], [-0.32, -1.09, 0.71]], "nbo_charge": [-0.931, 0.064, 0.098, -0.730, -0.472, -0.215, -0.703, 0.438, 0.459, 0.228, 0.459, 0.459, 0.427, 0.289, 0.229, 0.274, 0.241, 0.475, 0.446, 0.467]}


# 3
{"formula": "C24H36CuP2Si", "method": "ωB97M-V/def2-TZVPD", "spin_multiplicity": 2, "e_homo_ev": [-7.2, -7.2], "homo_lumo_gap_ev": [7.807, 5.376], "de_lowest_kj_mol": 0.0, "total_charge": 0, "species": ["C", "C", "C", "H", "C", "C", "H", "H", "H", "H", "Cu", "C", "H", "H", "H", "Si", "C", "C", "H", "C", "H", "C", "H", "C", "H", "C", "H", "C", "C", "H", "C", "H", "C", "H", "C", "H", "C", "H", "H", "H", "C", "P", "C", "C", "C", "P", "C", "C", "H", "H", "H", "H", "H", "H", "H", "H", "H", "H", "H", "H", "H", "H", "H", "H"], "xyz": [[-0.727, -1.629, 0.660], [-0.147, -1.840, -0.640], [1.259, -1.603, -0.521], [-0.663, -2.191, -1.527], [1.550, -1.345, 0.847], [0.335, -1.372, 1.571], [0.242, -1.245, 2.642], [-1.774, -1.746, 0.910], [1.979, -1.693, -1.330], [2.540, -1.186, 1.258], [-0.082, 0.179, -0.307], [-1.309, 1.018, -5.517], [-0.266, 0.810, -5.785], [-1.507, 2.088, -5.636], [-1.896, 0.420, -6.223], [-1.748, 0.567, -3.720], [-3.394, -0.103, -3.085], [-3.528, -1.232, -2.259], [-2.637, -1.758, -1.884], [-4.807, -1.666, -1.871], [-4.911, -2.572, -1.270], [-5.949, -0.948, -2.248], [-6.946, -1.314, -1.995], [-5.799, 0.258, -2.935], [-6.667, 0.873, -3.172], [-4.528, 0.692, -3.325], [-4.404, 1.682, -3.781], [-0.656, -1.054, -3.922], [-1.160, -2.263, -4.431], [-2.233, -2.485, -4.401], [-0.289, -3.194, -5.026], [-0.686, -4.115, -5.444], [1.086, -2.965, -5.073], [1.761, -3.672, -5.555], [1.603, -1.834, -4.436], [2.682, -1.671, -4.389], [0.739, -0.900, -3.845], [1.175, -0.026, -3.343], [-0.792, 0.996, -2.608], [-2.109, 1.867, -3.039], [2.480, 2.093, 0.489], [2.246, 1.581, 2.244], [2.998, 3.061, 3.031], [0.458, 1.882, 2.725], [-0.402, 2.801, 1.852], [-0.893, 2.144, 0.196], [-2.702, 2.092, 0.236], [-0.588, 3.569, -0.891], [3.537, 1.893, 0.260], [2.281, 3.164, 0.363], [1.885, 1.501, -0.222], [2.505, 3.249, 3.991], [4.053, 2.812, 3.200], [2.926, 3.943, 2.383], [0.004, 0.880, 2.801], [0.505, 2.302, 3.743], [-1.361, 2.973, 2.365], [0.078, 3.783, 1.718], [-3.127, 3.080, 0.023], [-3.066, 1.377, -0.510], [-3.016, 1.768, 1.233], [0.301, 4.116, -0.550], [-0.428, 3.198, -1.908], [-1.452, 4.250, -0.896]], "forces_ev_per_a": [[0.23, -0.79, -0.07], [-0.26, -0.06, 0.30], [0.06, -0.09, 0.04], [0.21, 0.13, 0.18], [-0.21, -0.08, -0.30], [0.03, -0.04, -0.40], [-0.03, 0.04, -0.11], [0.12, -0.07, 0.01], [-0.15, -0.04, 0.24], [-0.25, 0.04, -0.06], [-0.05, 0.36, 0.15], [-0.55, 0.78, 0.09], [-0.17, 0.08, 0.51], [-0.04, -0.12, -0.50], [-0.18, 0.22, 0.17], [0.70, -2.25, -0.69], [-0.32, 0.39, 0.24], [-0.34, -0.12, -0.07], [-0.53, 0.14, -0.45], [0.14, 0.17, -0.03], [0.05, 0.28, -0.15], [0.38, 0.04, -0.09], [0.32, 0.12, 0.02], [0.17, 0.10, -0.08], [0.14, -0.17, 0.09], [-0.29, -0.37, 0.13], [-0.14, -0.49, -0.06], [0.52, -0.60, 0.39], [0.24, 0.17, -0.24], [0.40, 0.19, -0.12], [0.00, 0.11, 0.21], [-0.03, 0.15, 0.03], [-0.14, 0.23, 0.33], [-0.23, 0.12, 0.12], [-0.27, 0.21, 0.23], [-0.30, -0.06, -0.04], [0.15, -0.30, -0.43], [-0.23, -0.27, -0.26], [0.74, 0.01, 0.67], [-0.20, 1.24, 0.04], [-0.02, -0.02, -0.15], [-0.14, -0.31, 0.49], [0.22, 0.03, -0.08], [0.03, -0.23, -0.34], [-0.35, 0.21, 0.31], [0.57, -0.04, -0.11], [-0.41, 0.01, 0.09], [0.06, 0.32, -0.33], [-0.23, 0.18, 0.06], [0.02, -0.14, -0.16], [0.26, 0.23, 0.29], [0.27, 0.03, -0.15], [-0.17, 0.35, 0.07], [0.04, 0.00, 0.28], [0.03, 0.51, -0.05], [0.00, -0.21, -0.29], [0.23, 0.18, 0.01], [-0.14, -0.28, 0.03], [0.01, -0.18, 0.14], [-0.01, 0.10, 0.13], [-0.09, -0.08, -0.20], [-0.19, -0.17, -0.23], [0.02, 0.23, 0.12], [0.30, -0.12, 0.04]], "lowdin_spin": [-0.001, 0.004, 0.009, 0.000, 0.003, 0.020, 0.001, 0.000, 0.000, 0.000, 0.051, 0.020, 0.002, 0.000, -0.001, 0.252, 0.036, 0.003, 0.000, 0.004, 0.000, 0.000, 0.000, 0.002, 0.000, 0.008, 0.004, 0.146, 0.016, 0.001, 0.008, 0.001, -0.005, 0.000, 0.003, 0.001, 0.008, 0.003, 0.167, 0.215, 0.000, 0.000, 0.000, 0.000, 0.003, 0.008, 0.002, 0.002, 0.000, 0.000, -0.001, 0.000, 0.000, 0.000, 0.000, 0.000, 0.000, 0.000, 0.000, 0.001, 0.000, 0.000, 0.003, 0.000]}


# 4
{"formula": "C4H8N3O", "method": "ωB97M-V/def2-TZVPD", "spin_multiplicity": 1, "e_homo_ev": [-12.1, -12.1], "homo_lumo_gap_ev": [7.338, 7.339], "de_lowest_kj_mol": 450.9, "smiles": "CC(OC#[NH+])=C(N)N", "total_charge": 1, "species": ["C", "C", "O", "C", "N", "C", "N", "N", "H", "H", "H", "H", "H", "H", "H", "H"], "xyz": [[0.303, 1.666, 0.099], [-0.028, 0.269, -0.215], [1.089, -0.557, -0.684], [2.200, -0.539, -0.246], [3.340, -0.259, -0.341], [-1.110, -0.490, 0.108], [-1.215, -1.834, -0.124], [-2.217, 0.109, 0.581], [-0.395, 2.097, 0.855], [1.343, 1.614, 0.441], [0.144, 2.137, -0.888], [4.235, -0.528, 0.047], [-0.340, -2.128, -0.390], [-2.150, -2.181, -0.466], [-2.207, 1.139, 0.737], [-2.993, -0.514, 0.485]], "forces_ev_per_a": [[-0.52, -0.37, -0.84], [-0.94, -1.32, 1.05], [-2.57, -0.67, -0.07], [3.02, 1.09, -1.07], [0.32, -0.59, 0.84], [-0.15, 0.69, -0.80], [-2.71, 1.33, 0.85], [0.53, 0.98, 0.27], [0.87, -0.29, -0.45], [-0.12, 1.11, 0.10], [0.69, 0.88, 0.81], [-0.14, 0.08, 0.11], [1.42, -2.16, -1.33], [2.13, 0.13, 0.32], [-0.79, -1.74, -0.34], [-1.03, 0.86, 0.55]], "nbo_charge": [-0.658, 0.050, -0.373, 0.872, -0.529, 0.380, -0.793, -0.782, 0.246, 0.217, 0.251, 0.472, 0.392, 0.422, 0.425, 0.408]}


| no. | energy (eV) |
| --- | --- |
| 1 | -36329.6441 |
| 2 | -8810.3708 |
| 3 | -96563.2166 |
| 4 | -10785.6272 |